Computed, not measured: a molecular structure, C21H30BaN2Si, with the ωB97M-V functional and the def2-TZVPD basis.

Last column: Mulliken charge in e.
Geometry (Å):
Ba -0.66574 0.99454 0.71566  1.410
Si 0.55395 -1.58188 -0.37865  -0.770
N -0.53907 3.63909 -0.33575  -0.284
N -3.09196 2.31211 0.45310  -0.372
C -1.39511 -5.82633 -0.34875  -0.440
C -2.85778 4.50881 -0.81516  -0.617
C 2.78639 -3.38077 -0.27588  -0.180
C 4.69357 -1.34260 -0.24667  -0.538
C 2.35440 -2.03409 -0.33048  0.585
C -3.45312 3.10266 -0.76119  -0.612
C 0.89048 -0.51516 -3.78981  -1.122
C 3.33739 -1.01871 -0.37873  -0.380
C 4.14510 -3.69457 -0.14206  -0.615
C -0.41086 -3.95258 0.83708  -0.290
C -1.42938 3.04078 3.34643  -0.461
C -0.96519 -5.23578 0.84591  -0.492
C -1.53804 4.72913 -0.09081  -0.827
C 0.78832 2.85911 2.79131  -0.692
C -0.32239 3.73098 2.79716  -0.146
C 0.39140 1.64141 3.40346  -1.035
C -0.65795 -3.86812 -1.58629  -0.158
C -1.22167 -5.15353 -1.56107  -0.536
C -0.25993 -3.25323 -0.38123  0.144
C -0.98955 1.74766 3.72507  -0.806
C 5.10191 -2.67363 -0.11650  -0.426
H 1.10910 -0.33591 -4.85264  0.342
H -2.41339 3.47621 3.54195  0.623
H 1.79948 3.11754 2.45701  0.391
H 4.44793 -4.74083 -0.06940  0.354
H -3.84301 1.64783 0.64474  0.232
H 1.54564 -1.33445 -3.47513  0.288
H -1.11949 5.70274 -0.40230  0.425
H -3.09863 2.91686 1.27928  0.132
H 1.09861 0.42839 -3.25776  0.208
H 2.05830 -4.19154 -0.36053  0.221
H 1.04846 0.80399 3.64783  0.448
H -3.12400 2.52198 -1.63107  0.305
H 0.38921 -0.84716 -1.91182  0.048
H 3.03401 0.01707 -0.55655  0.280
H -2.73427 4.78765 -1.87069  0.331
H 5.44289 -0.55295 -0.25130  0.355
H -3.58806 5.22392 -0.40851  0.302
H -1.09013 -5.76361 1.79176  0.366
H -0.30722 4.79202 2.52860  0.617
H -0.53862 -3.33539 -2.53271  0.299
H -0.09982 -3.49102 1.77571  0.304
H -1.86196 -6.81068 -0.33580  0.358
H 0.35908 3.94789 0.05287  0.257
H -1.55209 -5.61189 -2.49642  0.366
H 6.15915 -2.92313 -0.01402  0.349
H -0.16403 -0.80808 -3.75051  0.285
H -1.70016 4.80269 0.99029  0.252
H -0.36730 3.59806 -1.34127  0.195
H -4.54787 3.17462 -0.83177  0.322
H -1.58699 1.01185 4.26402  0.406

The HOMO energy is -0.2239 hartree. The energy relative to the best compared isomer or geometry (same formula, charge and spin) is 0.00 kcal per mole.

***

Computed, not measured: a molecular structure, C21H30Br2N3O2SbZr, with the ωB97M-V functional and the def2-TZVPD basis.

Last column: Mulliken charge in e.
Geometry (Å):
Sb -0.36978 0.34337 2.47038  0.604
Zr 0.10919 -0.49801 -0.34310  0.337
Br -2.46895 -4.96916 -4.77561  0.067
Br 5.17018 -2.99562 -4.13020  0.068
O 0.88553 1.59408 -0.63778  -0.779
O -1.17688 1.05836 -1.04115  -0.652
N -0.77833 -1.82856 -1.83457  -0.034
N 1.73302 -1.14670 -1.65170  0.130
N 0.56722 4.26461 -1.54856  -0.154
C -2.04855 -2.35365 2.57246  -1.394
C 3.01130 -0.70237 -1.51824  -0.265
C -0.42593 -3.44743 -3.55697  -0.694
C 0.14942 5.63198 -0.99602  -0.600
C 4.05600 -1.21416 -2.23787  -0.730
C -1.54765 4.06161 -0.34482  -0.634
C -0.63437 3.36659 -1.40263  -0.048
C -2.11656 -2.05353 -1.92739  -0.240
C 1.44799 -0.82801 1.79363  -0.355
C 0.05456 -2.51276 -2.67522  0.900
C -1.68142 -1.21976 1.60172  -0.444
C 2.48597 -2.69796 -3.30741  -0.719
C -2.66003 -2.96487 -2.79097  -0.745
C -0.50529 -0.17616 4.56482  -0.588
C -1.75399 0.47127 5.14948  -1.264
C -1.80648 -3.70035 -3.62468  -0.264
C -0.26911 1.96054 -1.01546  1.246
C -0.71511 5.23635 0.18069  -0.569
C 3.80637 -2.24346 -3.15646  -0.242
C 1.48048 -2.13629 -2.56172  0.739
C 2.08423 -1.55228 2.99844  -1.357
H -1.34145 6.06281 0.51081  0.415
H -2.72204 -3.06152 2.09082  0.411
H -3.73165 -3.10816 -2.82326  0.490
H -1.28894 -1.80762 0.72031  0.444
H 1.32444 -1.67913 1.05986  0.454
H -1.81136 0.21437 6.20842  0.381
H 2.18827 -0.14650 1.34431  0.455
H 2.28090 -3.48496 -4.01865  0.552
H -0.09152 4.93958 1.02660  0.268
H 0.23863 -3.99099 -4.21285  0.542
H -2.75772 -1.46684 -1.27890  0.497
H 0.88088 4.33785 -2.51906  0.386
H -0.40739 6.13011 -1.78856  0.352
H -1.72391 1.55837 5.08164  0.386
H -2.45395 4.40239 -0.84061  0.411
H 3.17861 0.10064 -0.80990  0.521
H 0.41161 0.20734 5.01361  0.496
H -2.67160 0.11191 4.68197  0.358
H -2.56531 -1.95750 3.44546  0.346
H 2.35729 -0.83879 3.77462  0.391
H 5.05549 -0.82667 -2.09464  0.486
H -2.57330 -0.72322 1.20672  0.581
H 1.04724 6.19863 -0.76219  0.406
H -1.13832 3.30843 -2.36863  0.456
H 2.99258 -2.06798 2.69018  0.444
H -0.50404 -1.26323 4.63366  0.406
H 1.35594 3.90669 -1.00259  0.383
H 1.39790 -2.28368 3.42114  0.331
H -1.16512 -2.89495 2.91060  0.338
H -1.84521 3.37493 0.44603  0.295

The HOMO energy is -0.7390 hartree. The energy relative to the best compared isomer or geometry (same formula, charge and spin) is 5.57 kcal per mole. As for the net charge: +4.

***

Computed, not measured: a molecular structure, C21H30Br31FN3O2, with the ωB97M-V functional and the def2-TZVPD basis.

Last column: Mulliken charge in e.
Geometry (Å):
Br -0.38918 2.83037 6.56760  0.044
Br 5.89678 -0.40764 2.77056  0.004
Br -7.24482 1.10035 -1.09551  -0.028
Br 0.27423 9.82654 2.43316  0.009
Br -2.83560 -3.27342 -1.91203  0.104
Br 0.45432 -2.81590 -5.20577  0.022
Br -1.35398 3.42343 -1.52811  -0.150
Br -0.07782 -4.54343 -7.86027  -0.016
Br 6.12934 0.70257 5.76967  -0.034
Br 2.55781 5.57860 7.45599  -0.023
Br -4.41887 -6.06318 -1.89297  0.017
Br -3.14534 -4.96052 -4.62465  -0.016
Br 2.33881 -5.31818 -5.89520  -0.012
Br -11.90392 -6.28368 -1.03651  -0.021
Br -0.47875 5.92984 6.47852  -0.081
Br -8.13073 -1.87427 -1.91351  0.046
Br -10.22878 -4.66870 -3.24564  -0.039
Br 1.69020 8.19238 5.80576  0.003
Br -1.48166 -7.92237 -0.43172  -0.011
Br -0.89186 2.88018 2.55647  0.065
Br -8.70880 -6.56499 -1.14971  0.029
Br 1.42721 5.08611 2.32108  -0.017
Br 2.57612 1.61588 6.44806  0.048
Br 5.69056 2.74521 3.33673  -0.039
Br -5.52969 -1.42299 -0.08415  -0.004
Br -0.85698 10.89542 5.24011  -0.015
Br 0.11718 -0.04084 5.21763  -0.051
Br -0.36258 -7.08698 -3.32327  -0.016
Br -1.55581 5.97179 3.10718  0.011
Br 1.06192 12.76079 3.46981  -0.008
Br 0.43263 -5.35670 -0.74161  0.142
F 2.32107 -3.93047 1.44443  -0.286
O 0.14790 -3.63564 0.84784  -0.480
O 4.18277 -1.45279 -2.19553  -0.467
N 2.22819 -0.13096 -3.07705  -0.356
N 0.31249 1.37176 -2.44908  0.099
N 0.63760 -0.95764 -1.68759  0.214
C 2.95026 -0.80142 -1.92751  -0.214
C 0.68530 1.21695 6.58134  -0.392
C 1.83839 -1.55815 -1.04916  -0.314
C 1.87290 -3.15455 -1.01472  -0.817
C 5.42612 1.24144 -0.20150  -0.834
C 5.90772 0.01839 -1.10642  -0.445
C -0.29388 11.37691 3.44955  -0.352
C -10.22982 -5.40214 -1.45177  -0.301
C 0.97154 0.22926 -2.40427  -0.073
C -7.29109 -0.76363 -0.56669  -0.365
C 0.55750 -4.56842 -6.03100  0.157
C -3.55807 1.35401 -1.75134  -0.907
C 6.46977 1.06149 3.89834  -0.339
C -2.20028 0.79027 -2.42395  0.370
C 1.38348 6.30271 6.09523  0.102
C -2.98310 -5.04209 -2.69594  1.013
C -0.01602 -7.12625 -1.41615  -0.625
C -0.46517 4.71833 2.11259  -0.039
C 4.98419 -1.28324 -0.98371  -0.165
C -0.96555 1.47794 -1.69484  -0.691
C 1.36554 -3.58947 0.48706  0.656
H 6.30526 1.82445 0.22783  0.260
H 0.85393 -7.76095 -1.26148  0.506
H -2.17097 0.96463 -3.54022  0.264
H -1.16223 11.78896 2.94250  0.363
H 7.54630 1.15362 3.78048  0.410
H 1.18597 -3.61152 -1.78273  0.395
H -0.82875 1.10080 -0.62799  0.490
H 2.93887 -3.53524 -1.11428  0.403
H 2.80169 0.69298 -3.30625  0.421
H -7.90688 -0.82510 0.32680  0.368
H -0.23020 -0.96742 -1.14466  0.264
H -0.10689 -5.22165 -5.47157  -0.207
H -0.70135 4.85516 1.06072  0.021
H 1.62404 5.79508 5.16424  -0.039
H 0.52809 0.73516 7.54302  0.370
H 5.91262 0.36189 -2.18175  0.268
H 1.78000 -1.21174 0.03535  0.555
H 0.72440 2.12488 -3.01762  0.336
H -10.13160 -4.56477 -0.76568  0.310
H 4.84445 1.98323 -0.84717  0.275
H -3.38888 1.48065 -0.64254  0.374
H 6.94274 -0.29755 -0.75790  0.359
H 4.70967 0.93651 0.63222  0.184
H -2.25564 -0.33782 -2.24745  -0.271
H 4.37075 -1.29944 -0.03268  0.143
H 3.18408 0.11131 -1.27116  0.408
H -3.96424 2.26301 -2.27633  0.391
H -4.32525 0.51257 -1.85687  0.045
H -2.05573 -5.56645 -2.47580  -1.098
H 5.68407 -2.18354 -0.91686  0.325

The HOMO energy is -0.4153 hartree. As for the net charge: +1.

***

Computed, not measured: a molecular structure, C21H30CaN2Si, with the ωB97M-V functional and the def2-TZVPD basis.

Last column: Mulliken charge in e.
Geometry (Å):
Ca -2.29868 -0.87937 -0.04250  1.206
Si 2.27291 1.04298 -0.02602  0.768
N -4.07835 0.55457 0.56950  -0.562
N -2.56500 -1.37375 2.33541  -0.540
C 2.32868 2.11007 -2.53458  -0.493
C 2.41125 3.09249 -3.51671  -0.502
C -4.09124 1.18537 1.93820  -0.572
C 4.25519 -2.59391 0.16096  -0.328
C 3.06601 4.71037 -1.86754  -0.409
C -2.24443 -3.40636 -0.56469  -0.553
C 4.49611 -0.22881 -1.26227  -0.308
C -3.98221 -1.25610 2.84091  -0.617
C 1.21678 1.08446 1.98379  -0.823
C -1.91465 -2.72753 -1.77089  -0.630
C -3.59617 -3.08904 -0.23219  -0.541
C 3.34635 -0.41042 -0.45923  0.471
C 2.48595 2.46209 -1.18423  0.428
C -4.42400 0.18179 3.04574  -0.649
C 5.43985 -1.25402 -1.40716  -0.444
C 3.24846 -1.62102 0.26042  -0.607
C 2.74325 4.41171 -3.19988  -0.448
C -3.05788 -1.98762 -2.19051  -0.757
C 2.98950 3.74092 -0.86402  -0.387
C -4.10028 -2.21085 -1.24416  -0.673
C 5.33994 -2.46176 -0.71544  -0.506
H -4.82400 2.00615 1.93694  0.356
H -4.63102 -1.77141 2.12241  0.306
H -4.94552 0.05079 0.39611  0.198
H 2.22051 2.82887 -4.55858  0.328
H 2.40292 -1.75954 0.95525  0.212
H -5.51274 0.18431 3.20093  0.328
H -1.62528 -4.14137 -0.04237  0.414
H -3.10965 1.65070 2.09586  0.329
H 0.90666 1.06958 0.66412  -0.322
H 3.38479 5.71699 -1.62021  0.361
H 2.22975 1.05116 -2.81237  0.342
H -2.25938 -2.34891 2.43621  0.231
H 6.29052 -1.06828 -2.05106  0.350
H -4.00132 0.56869 3.98691  0.317
H 0.24816 0.56160 2.31093  -0.292
H 1.23628 2.11755 2.36044  0.371
H 4.64560 0.76260 -1.69919  0.278
H -3.14874 -1.39069 -3.10433  0.435
H -0.97933 -2.83125 -2.32397  0.467
H 2.88652 5.16707 -3.98535  0.339
H -5.13642 -1.84905 -1.31070  0.502
H 6.12500 -3.23290 -0.81845  0.336
H -4.08270 -1.80699 3.78594  0.455
H 3.39533 3.90253 0.13625  0.325
H 2.99052 1.62350 1.18301  -0.259
H 4.24952 -3.50235 0.76668  0.336
H -1.94037 -0.87597 2.97906  0.206
H -4.08750 1.28962 -0.15457  0.243
H 1.96929 0.48231 2.53460  0.490
H -4.18474 -3.53156 0.57659  0.496

The HOMO energy is -0.1545 hartree. The energy relative to the best compared isomer or geometry (same formula, charge and spin) is 0.00 kcal per mole.